No. 1
C60H62F2N8O28S2 | ωB97M-V/def2-TZVPD

The geometry in XYZ format:
```
162
Properties=species:S:1:pos:R:3:forces:R:3
C -5.84368 -2.61771 6.73302 0.27 -0.14 0.61
C -5.13183 -1.45530 7.02569 -0.56 0.31 0.15
C -3.84776 -1.22164 6.59747 1.30 -1.47 -0.93
C -3.17454 -2.23702 5.82946 -3.37 0.12 0.71
C -3.94156 -3.41184 5.50138 1.06 1.09 0.51
C -5.23439 -3.63806 6.04795 1.57 0.58 -1.31
N -1.80899 -1.95434 5.39226 0.93 -3.12 -0.51
O -1.14149 -2.86967 4.91510 -1.19 -0.12 -0.09
O -1.31347 -0.89611 5.60483 -0.03 2.72 0.53
H -6.84413 -2.75701 7.11526 -0.08 0.12 0.03
H -5.62676 -0.70669 7.62654 0.00 0.16 0.00
H -3.31975 -0.31330 6.84751 0.00 -0.02 0.03
H -3.53345 -4.11534 4.79081 0.26 -0.20 0.21
H -5.72817 -4.56774 5.80656 -0.10 0.03 0.02
C 0.51613 2.08521 2.62205 0.56 0.59 -0.76
C 1.34080 2.53062 1.56873 -0.82 0.15 0.47
C 1.33326 1.88112 0.35744 0.54 -1.65 -1.33
C 0.59504 0.70190 0.19576 -0.55 0.10 2.01
C -0.17964 0.25274 1.28551 0.20 -0.62 -2.07
C -0.25697 0.94621 2.47093 0.65 -0.27 0.20
N 0.65480 -0.18472 -0.99558 -0.33 -0.36 -0.57
O 0.08267 -1.28029 -0.93557 1.00 1.62 -0.15
O 1.26078 0.22234 -1.99566 -0.69 -0.27 1.13
H 0.48001 2.67759 3.52437 0.12 -0.19 0.17
H 1.94974 3.41578 1.67860 0.06 0.01 0.08
H 1.98214 2.11953 -0.47233 0.18 0.62 0.03
H -0.70468 -0.66059 1.04765 -0.19 -0.14 0.67
H -0.75927 0.48585 3.30889 -0.39 0.25 0.05
C 0.18836 1.75840 -5.40748 -0.67 -0.50 1.61
C -0.74792 1.00406 -4.69243 -0.16 -0.33 -0.90
C -1.67102 0.23795 -5.39842 0.02 -0.08 -0.10
C -1.61910 0.20387 -6.78328 1.29 0.28 -0.83
C -0.65729 0.94318 -7.51868 -0.35 -0.34 1.05
C 0.21636 1.73527 -6.78364 0.13 0.17 -0.20
N -2.56574 -0.64919 -7.53780 1.32 1.80 -2.82
O -3.59026 -0.92531 -7.01916 -1.78 -1.14 1.46
O -2.33606 -0.82859 -8.74798 0.23 -0.16 1.57
H 0.85914 2.33776 -4.79040 0.31 0.20 -0.57
H -0.76949 0.92125 -3.61583 0.15 0.34 0.03
H -2.39983 -0.35374 -4.86444 -0.11 -0.05 -0.08
H -0.54808 0.92142 -8.59292 -0.42 -0.24 0.03
H 0.94908 2.36663 -7.26416 0.01 -0.05 -0.32
C 3.48644 -0.81396 4.85994 -1.56 -0.72 -0.12
C 4.55891 -1.42818 5.42990 0.79 0.92 0.06
C 4.58198 -2.77187 5.63909 0.07 -1.68 1.03
C 3.49573 -3.59765 5.29594 0.52 2.10 0.61
C 2.39530 -2.98368 4.73210 -0.68 -0.67 -0.37
C 2.36530 -1.62363 4.58390 0.79 1.98 -0.74
N 3.36346 -4.94991 5.78037 2.10 -1.43 0.00
O 2.35894 -5.56610 5.46496 0.75 0.14 0.69
O 4.35173 -5.40201 6.41661 -2.30 0.57 -1.00
H 3.47303 0.25143 4.68342 -0.13 0.06 0.05
H 5.36866 -0.82474 5.81273 0.28 -0.06 -0.18
H 5.42479 -3.10277 6.22779 -0.09 -0.69 -0.17
H 1.56905 -3.58719 4.38643 -0.21 0.03 0.31
H 1.52011 -1.07149 4.20024 -0.41 -0.52 -0.19
C -1.23773 4.77099 -0.96593 -0.84 0.95 1.04
C -1.09353 6.06665 -1.44535 -0.73 -1.12 0.53
C -0.38212 6.24780 -2.59238 1.38 0.72 -0.23
C 0.32800 5.18692 -3.16742 -0.74 0.09 1.10
C 0.26757 3.89072 -2.56546 1.36 1.94 -2.13
C -0.53409 3.72517 -1.47688 -0.06 -1.18 -0.17
N 1.11360 5.50539 -4.36755 1.56 -2.80 -2.99
O 1.72197 4.51638 -4.91173 -1.47 2.23 1.88
O 1.10634 6.59158 -4.92145 -0.41 -0.41 1.50
H -1.91162 4.61415 -0.13668 0.08 -0.09 0.27
H -1.56857 6.87120 -0.90365 -0.04 0.19 -0.26
H -0.23157 7.27931 -2.87474 0.07 -0.13 -0.76
H 0.90950 3.12341 -2.97236 -0.13 -0.15 0.12
H -0.60492 2.73266 -1.05699 -0.15 0.02 0.11
C 0.24775 -2.89625 -4.37544 -0.79 -1.53 -0.02
C 1.15407 -2.02203 -4.92617 0.89 0.06 0.18
C 2.23748 -2.51166 -5.66089 -0.85 0.64 -0.86
C 2.22553 -3.83480 -6.05254 0.84 0.18 0.03
C 1.22236 -4.67700 -5.65377 -0.59 -1.45 0.89
C 0.24183 -4.25606 -4.75952 0.97 1.35 -0.10
N 3.38623 -4.34191 -6.84191 0.98 -1.26 -1.15
O 3.63510 -5.54773 -6.92121 -1.24 0.94 0.85
O 4.08174 -3.54214 -7.44460 -0.54 0.70 0.55
H -0.46479 -2.60231 -3.61894 -0.14 0.41 -0.09
H 1.09459 -0.96564 -4.70960 0.09 -0.01 0.15
H 2.96382 -1.82370 -6.06776 0.19 -0.14 0.14
H 1.23010 -5.73652 -5.86295 0.32 0.00 -0.45
H -0.42684 -4.97922 -4.31645 -0.19 0.09 -0.08
C 4.15316 -0.97503 -1.77013 -0.31 0.59 1.20
C 3.56079 -2.09931 -2.29247 -0.63 1.41 0.64
C 4.25989 -3.25572 -2.36242 -0.11 -1.25 -0.72
C 5.59910 -3.33140 -1.95824 -0.12 0.87 -0.77
C 6.22905 -2.17635 -1.47264 -1.00 -0.18 0.51
C 5.41373 -1.03705 -1.25028 1.61 -0.65 -0.48
N 6.33102 -4.61000 -2.13145 0.89 -0.86 1.19
O 5.82941 -5.55297 -2.67456 -1.95 -0.09 -1.33
O 7.41350 -4.76649 -1.60154 0.77 1.66 0.52
H 3.57551 -0.08269 -1.57919 -0.10 0.09 -0.22
H 2.49607 -2.01434 -2.45231 -0.01 -0.43 -0.61
H 3.64251 -4.01778 -2.81463 0.78 -0.96 0.23
H 7.27196 -2.14092 -1.19426 -0.02 -0.35 0.10
H 5.80298 -0.20052 -0.68894 0.25 0.13 -0.22
C -3.46238 -4.30166 -3.41347 -1.34 -1.26 -1.00
C -3.16574 -3.20433 -2.64072 1.27 -0.74 -0.43
C -2.44832 -3.45873 -1.48793 0.12 0.60 1.17
C -2.19210 -4.76052 -1.03447 0.67 1.76 0.29
C -2.61927 -5.82418 -1.77523 -0.88 -1.43 -0.26
C -3.31176 -5.61474 -2.96795 0.81 0.86 0.76
N -1.48131 -4.96696 0.28728 -0.82 -0.22 2.58
O -1.17526 -4.01879 1.05100 -0.53 -1.13 -2.58
O -1.43435 -6.13072 0.69741 0.25 1.11 -1.19
H -3.91771 -4.21565 -4.38901 -0.15 0.44 -0.10
H -3.27345 -2.21140 -3.05167 -0.20 0.13 0.33
H -2.12877 -2.59100 -0.92997 0.29 -0.15 0.38
H -2.54942 -6.84784 -1.43812 0.39 0.07 0.30
H -3.70545 -6.46842 -3.49960 0.12 0.11 -0.23
O -2.28282 0.41441 -1.88250 -1.83 0.00 2.01
S -3.45811 0.43872 -1.00339 -1.31 -1.02 0.94
O -4.74812 -0.09279 -1.47164 2.37 0.88 0.57
O -3.09595 -0.38938 0.46152 1.36 1.45 -2.51
C -4.13238 -1.01765 1.19102 -2.08 0.69 -0.62
C -3.68461 -1.61774 2.48219 0.49 -0.66 -0.33
C -3.76431 2.11761 -0.32413 0.93 -0.11 -0.34
H -4.56792 -1.79191 0.55940 -0.28 0.25 -0.07
H -4.86766 -0.25408 1.44482 -0.36 0.04 -0.41
H -2.67406 -1.24554 2.65059 0.05 -0.40 0.54
H -3.74805 -2.69006 2.29723 0.77 -0.14 0.59
H -4.36734 -1.40466 3.30474 0.19 0.33 -0.07
H -2.89852 2.48513 0.22673 0.12 -0.60 0.26
H -4.64222 2.13250 0.32174 0.05 -0.33 -0.25
H -3.82767 2.84235 -1.13582 -0.46 -0.41 -0.36
O -2.58699 4.14975 2.21429 -0.25 -1.40 1.71
S -2.95425 3.29378 3.34367 -0.69 -1.43 0.32
O -3.30094 1.85790 3.16741 0.94 3.25 0.26
O -1.66398 3.41690 4.41524 -1.57 0.28 -1.72
C -1.78167 2.97664 5.77115 -1.06 -0.23 0.85
C -0.45679 2.80104 6.40837 1.24 -0.13 -0.60
C -4.37129 4.07739 4.28154 1.45 -0.73 -0.06
H -2.38140 2.06809 5.82556 -0.02 -0.10 -0.16
H -2.22803 3.73905 6.40959 -0.75 0.29 -0.48
H -0.60718 2.51936 7.45055 0.13 -0.07 -0.08
H 0.09100 3.74202 6.35769 0.06 0.06 0.22
H 0.15746 2.07113 5.88108 -0.03 -0.26 0.23
H -4.49592 3.43861 5.15591 0.12 0.17 0.10
H -5.32224 4.06342 3.74900 0.47 0.05 -0.48
H -4.01470 5.07305 4.54535 -0.28 -0.03 -0.01
C -0.03568 6.09581 4.26301 0.09 0.23 -1.29
C 0.39437 6.24404 2.73378 -1.36 -1.35 2.30
O 1.68760 5.73173 2.72180 0.58 -0.27 -0.47
C 2.09237 5.31219 3.93260 2.36 -0.80 2.16
O 3.14516 4.74939 4.20905 -2.87 1.45 -1.26
O 1.18278 5.65735 4.89939 -0.75 -0.36 -0.87
F 0.34388 7.51841 2.39801 0.50 1.72 -0.71
H -0.89579 5.43000 4.33378 0.70 -0.64 0.21
H -0.41645 7.01910 4.69965 0.71 0.34 -0.17
H -0.23060 5.68877 2.03436 0.08 -0.16 0.03
C 5.28575 1.15724 -4.41915 -0.57 -0.89 -0.25
C 3.86582 1.43077 -5.02428 3.22 0.72 2.02
O 3.63590 2.59580 -4.19477 -3.28 0.27 -2.27
C 4.23475 2.54747 -3.01660 -1.23 1.62 2.56
O 3.96967 3.16729 -2.00390 -0.40 -0.28 -1.72
O 5.18036 1.69753 -3.04866 3.13 -2.83 -1.87
F 3.11640 0.35607 -4.73592 -1.20 -0.08 0.65
H 6.08961 1.60004 -5.00725 -0.01 0.31 0.41
H 5.42252 0.07752 -4.35931 0.21 0.12 0.26
H 3.75726 1.56605 -6.10039 0.15 0.93 0.31
```
Positions in Å, forces in eV/Å.

Values from the calculation:
SMILES string   O=[N+]([O-])c1ccccc1.O=[N+]([O-])c1ccccc1.O=[N+]([O-])c1ccccc1.O=[N+]([O-])c1ccccc1.O=[N+]([O-])c1ccccc1.O=[N+]([O-])c1ccccc1.O=[N+]([O-])c1ccccc1.O=[N+]([O-])c1ccccc1.O=C1OC[C@@H](F)O1.O=C1OC[C@@H](F)O1.CCOS(C)(=O)=O.CCOS(C)(=O)=O
Highest occupied orbital energy   -9.63 eV

---

No. 2
C5H9CuO3 | ωB97M-V/def2-TZVPD

The geometry in XYZ format:
```
18
Properties=species:S:1:pos:R:3:forces:R:3
O -0.10732 0.54104 0.88863 0.25 0.71 -0.99
C 1.16280 0.48214 0.48921 2.85 -2.15 3.56
O 1.83954 1.59838 0.89421 -0.82 0.30 -1.62
Cu 3.21923 -0.63093 1.04814 -1.62 0.42 -0.69
C -0.63994 -0.62796 1.51557 -0.19 -0.79 -0.13
H -0.20159 -1.53594 1.07514 0.00 0.37 -0.04
H -0.35089 -0.61379 2.57691 -0.04 0.13 -0.27
C -2.14104 -0.61344 1.34210 -0.25 0.00 0.00
H -2.58521 0.23581 1.87915 0.05 -0.26 -0.18
H -2.41000 -0.54310 0.27905 0.12 0.03 0.28
H -2.56693 -1.54924 1.72798 0.08 0.27 0.01
H 1.26320 2.37692 0.82662 -0.17 0.33 0.17
O 2.04970 0.01968 -1.26109 -0.42 1.06 -1.67
C 1.71509 0.14993 -2.48273 0.19 -0.84 1.94
H -0.08268 1.21839 -2.72918 -0.07 -0.30 -0.16
C 0.21076 0.15687 -2.65583 -0.18 0.26 -0.33
H -0.03758 -0.35633 -3.59514 -0.06 0.33 0.21
H -0.33712 -0.30844 -1.81874 0.27 0.14 -0.10
```
Positions in Å, forces in eV/Å.

Values from the calculation:
Energy above the lowest of the compared OMol25 structures with the same formula, charge and spin   399.1 kJ/mol
Highest occupied orbital energy (alpha / beta)   -6.19 / -6.18 eV

---

No. 3
C28H29CeN7O4S | ωB97M-V/def2-TZVPD

The geometry in XYZ format:
```
70
Properties=species:S:1:pos:R:3:forces:R:3
Ce -0.38212 -0.07526 -0.27294 0.62 0.62 0.73
O -0.23333 -0.36994 1.89104 -0.11 -0.05 0.52
N -0.97729 -1.23487 2.52522 0.26 0.09 0.12
N -1.40065 -2.11454 1.74336 -0.31 -0.51 -0.11
O -1.08332 -2.05917 0.46112 -0.34 -0.11 0.28
C -2.27483 -3.18634 2.20796 0.43 0.46 -0.21
C -2.41541 -3.39191 3.57052 -0.16 -0.20 0.07
C -3.26808 -4.40597 3.97632 0.03 0.04 0.02
C -3.94408 -5.17683 3.03816 -0.02 -0.03 -0.02
C -3.77242 -4.94589 1.68150 0.05 0.06 -0.06
C -2.92387 -3.93660 1.24534 -0.17 -0.19 0.12
H -1.87908 -2.79896 4.29584 0.03 0.04 -0.05
H -3.39742 -4.59983 5.03211 0.00 0.00 0.00
H -4.60395 -5.96797 3.36713 0.01 0.00 0.01
H -4.29411 -5.55173 0.95367 -0.01 -0.01 0.02
H -2.77587 -3.74998 0.19305 0.04 0.04 0.00
O -0.92204 0.80105 -4.01542 0.01 0.11 0.00
S -0.88728 -0.35939 -3.19230 -0.17 -0.04 0.41
O -1.84843 -0.36466 -2.01372 0.00 -0.08 -0.74
N 0.43783 -0.54004 -2.31229 0.66 0.25 -0.80
C 1.77920 -0.29728 -2.75561 -0.82 -0.27 0.17
C 2.21840 -0.30396 -4.04429 0.37 0.02 -0.16
C 3.59948 -0.10506 -4.30940 -0.21 -0.03 0.05
C 4.49228 0.07288 -3.29450 0.02 0.01 0.08
C 4.04436 0.08876 -1.94692 0.15 0.02 -0.10
C 4.89620 0.27098 -0.83429 0.05 0.01 0.00
C 4.37699 0.29019 0.43128 -0.15 -0.01 0.02
C 2.98983 0.14897 0.59567 0.16 0.06 0.03
N 2.16144 -0.01734 -0.41888 -0.35 -0.06 -0.09
C 2.67796 -0.07726 -1.68787 -0.01 0.08 0.09
C -1.19984 -1.76857 -4.15233 0.00 -0.09 -0.19
C -1.24844 -3.02912 -3.56045 0.02 -0.02 0.01
C -1.49052 -4.12527 -4.36469 -0.01 -0.02 -0.06
C -1.67736 -3.95745 -5.73487 0.00 -0.06 0.05
C -1.62142 -2.69834 -6.31044 0.00 0.05 0.01
C -1.37950 -1.58283 -5.52025 -0.05 -0.17 0.01
H 1.54075 -0.46775 -4.87174 -0.04 0.00 0.04
H 3.93634 -0.10864 -5.33669 0.01 0.00 0.01
H 5.54558 0.20962 -3.50163 -0.01 0.00 0.01
H 5.96100 0.39392 -0.99067 -0.01 0.00 -0.03
H 5.00180 0.42161 1.30242 0.02 0.00 -0.01
H 2.55131 0.18032 1.58718 -0.01 -0.01 0.00
H -1.09806 -3.16189 -2.49616 0.01 0.09 0.01
H -1.53203 -5.11508 -3.93140 0.00 0.01 0.01
H -1.86763 -4.82325 -6.35508 0.00 0.01 -0.01
H -1.76952 -2.58108 -7.37499 0.00 0.02 0.01
H -1.34283 -0.59406 -5.95370 0.01 0.03 0.04
C -5.13690 1.44087 1.02871 -0.11 -0.08 0.01
C -4.01765 0.51602 1.46719 0.27 0.12 0.10
N -2.87239 0.69630 0.54718 -0.14 -0.32 -0.34
C -2.48105 2.03365 0.28480 0.24 -0.08 0.16
N -1.26095 2.12446 -0.20384 -0.15 -0.12 -0.29
C -0.81455 3.44241 -0.66555 0.04 0.03 0.08
C -1.32025 4.50401 0.29719 0.05 0.11 0.02
C -2.82984 4.43307 0.40027 -0.17 -0.21 0.02
N -3.28685 3.03722 0.56764 -0.01 0.10 0.03
C -4.65195 2.87362 1.10493 0.20 0.12 -0.04
H -6.01605 1.32988 1.66262 0.02 -0.01 0.01
H -5.44149 1.18757 0.01020 0.01 0.01 -0.01
H -4.29006 -0.53721 1.44561 -0.08 0.01 -0.03
H -3.67993 0.75074 2.47853 -0.01 0.00 0.01
H -3.11145 0.25409 -0.34174 -0.13 0.16 -0.09
H -1.17627 3.61881 -1.68229 -0.05 0.00 0.01
H 0.27437 3.45020 -0.70917 0.01 -0.02 0.01
H -1.03254 5.50185 -0.03143 0.01 -0.02 -0.02
H -0.87012 4.34191 1.27870 -0.01 0.00 0.00
H -3.31848 4.83107 -0.49119 0.04 0.04 -0.01
H -3.19697 4.99380 1.25980 0.03 0.03 0.00
H -5.29690 3.54820 0.54208 -0.05 -0.03 0.00
H -4.62937 3.22259 2.14009 -0.05 -0.01 0.01
```
Positions in Å, forces in eV/Å.

Values from the calculation:
Net charge   +2
Highest occupied orbital energy   -13.71 eV

---

Number 1: total energy -159555.658 eV. Number 2: total energy -56105.851 eV. Number 3: total energy -71878.540 eV.